This record from the OMol25 dataset describes a cluster of 2 separate species, C3H9NO2 in total. The level of theory is the ωB97M-V functional and the def2-TZVPD basis.

SMILES: CC(=O)O.CN
Charge: 0
DFT total energy: -8841.4900 eV
LUMO level: 0.792 eV
Molecular weight: 91.11 g/mol

Atoms and positions in Å:
C -0.355 -0.184 2.500
C -0.615 0.416 1.164
O 0.302 1.385 0.907
O -1.454 0.081 0.380
H 0.448 -0.928 2.385
H -1.255 -0.459 3.023
H 0.411 0.394 3.056
C 0.625 -1.357 -2.023
N 1.028 -0.021 -2.510
H 0.584 1.411 -0.020
H 1.990 0.187 -2.271
H 0.896 0.204 -3.479
H -0.364 -1.577 -2.416
H 0.830 -1.395 -0.963
H 1.331 -2.058 -2.517

Cartesian forces (eV/Å) of the 2 atoms listed first:
C 2.066 0.476 0.426
C 0.380 0.128 -0.404

This record from the OMol25 dataset describes a cluster of 2 separate species, C3H9NO2 in total. The level of theory is the ωB97M-V functional and the def2-TZVPD basis.

SMILES: NC(O)O.C=C
Charge: 0
DFT total energy: -8841.1829 eV
LUMO level: 0.995 eV
Molecular weight: 91.11 g/mol

Atoms and positions in Å:
C -0.752 -1.351 0.520
N -2.189 -1.427 0.437
O -0.291 -0.261 1.250
O -0.228 -1.262 -0.768
H -0.732 -1.855 -1.339
H 0.550 2.766 -0.183
H -0.410 -2.275 1.024
H -2.558 -0.547 0.086
H -2.590 -1.588 1.353
C 1.413 2.120 -0.060
C 1.787 1.278 -1.003
H 1.250 1.167 -1.924
H 2.653 0.650 -0.884
H 1.955 2.233 0.858
H 0.143 0.353 0.633

Cartesian forces (eV/Å) of the 2 atoms listed first:
C -0.464 -0.596 0.432
N -0.085 -0.058 -0.132

This record from the OMol25 dataset describes a cluster of 2 separate species, C3H9NO2 in total. The level of theory is the ωB97M-V functional and the def2-TZVPD basis.

SMILES: CNC(C)=O.O
Charge: 0
DFT total energy: -8840.1825 eV
LUMO level: 0.734 eV
Molecular weight: 91.11 g/mol

Atoms and positions in Å:
C -0.436 1.375 0.079
C 0.292 0.048 0.069
C 2.526 -0.818 -0.050
H -4.545 -1.189 0.489
H -3.080 -1.054 -0.238
H 0.158 2.317 -0.190
H -1.121 1.468 0.924
H -1.283 1.275 -0.788
H 1.730 1.246 -0.268
H 1.892 -1.637 -0.247
H 3.278 -0.910 -0.773
H 3.227 -0.979 0.777
N 1.663 0.232 0.135
O -3.898 -0.393 -0.062
O -0.403 -0.981 0.142

Cartesian forces (eV/Å) of the 2 atoms listed first:
C -2.346 0.747 -3.208
C -1.693 -0.333 1.252